Entry from the Open Molecules 2025 dataset: a molecular structure, C4H8N2O at a distorted geometry (wB97M-V/def2-TZVPD).

```
15
Properties=species:S:1:pos:R:3:forces:R:3
C 0.47247 0.41761 1.35331 0.11 0.02 0.04
N 0.23079 -1.88353 -0.94904 -0.35 -1.24 0.20
C -0.70022 -1.00135 -0.42344 -0.28 0.35 -0.13
C -0.02826 0.34508 -0.07273 0.09 -0.58 -0.05
C -0.46250 1.48616 -0.71021 0.01 0.05 -0.08
O 1.34433 -0.38334 -1.03137 -0.03 1.58 0.19
N -1.93650 -1.26348 -0.34401 0.31 0.23 0.08
H 2.27276 -0.11852 -0.86059 0.09 -0.29 0.07
H 0.73448 -2.37319 -0.20699 -0.02 0.04 -0.09
H -2.42598 -0.43049 0.00020 0.07 -0.15 -0.02
H -0.35111 0.66864 2.02529 -0.01 0.00 -0.07
H 0.88914 -0.53136 1.69494 -0.04 0.01 -0.13
H 1.24552 1.17977 1.45875 -0.07 0.01 -0.02
H -0.42642 2.44987 -0.21915 0.15 0.00 -0.03
H -0.85851 1.43812 -1.71497 -0.03 -0.03 0.04
```
Positions in Å, forces in eV/Å.

## Properties
Orbital gap (spin up / spin down) in eV: 6.802 / 9.125
2S+1: 1
Energy in eV: -9299.54458
Energy relative to the best compared isomer or geometry (same formula, charge and spin) in kcal per mole: 157.93
Total charge: 0

Entry from the Open Molecules 2025 dataset: 3 unconnected molecules or ions with the total composition C4H13NO2 at a distorted geometry (wB97M-V/def2-TZVPD).

```
20
Properties=species:S:1:pos:R:3:forces:R:3
C -2.23529 0.88760 -0.51780 -0.15 -0.31 -0.72
C -1.48399 -0.13119 -0.09670 -0.25 0.31 0.57
N -0.20833 -0.47225 -0.52289 -0.26 0.04 0.44
C 0.03622 -1.89138 -0.83826 1.03 1.40 0.05
C 1.33645 -2.38100 -0.20250 -0.63 -0.47 0.28
H -3.26450 1.03411 -0.22271 0.17 0.00 0.55
H -1.93654 1.48674 -1.37056 0.18 -0.01 0.00
H -1.78884 -0.70839 0.77683 -0.35 -0.22 -0.34
H 0.24276 0.26767 -1.03602 0.14 -0.30 -0.43
H -0.84116 -2.43403 -0.50709 0.02 -0.27 0.10
H 0.14042 -2.01561 -1.92023 -0.29 -0.09 -0.04
H 1.34953 -3.45158 -0.42551 0.68 0.04 0.09
H 2.21852 -1.85224 -0.55471 -0.01 -0.15 -0.50
H 1.38113 -2.24643 0.88128 -0.41 -0.11 0.00
O 1.70142 0.67659 1.69845 0.25 -0.86 0.76
H 1.97275 1.49531 1.27013 -0.66 -0.46 -0.49
H 1.19707 0.05619 1.13129 0.35 1.25 -0.13
O 0.22965 2.62110 0.24642 0.74 -0.27 0.22
H 0.22197 3.07532 -0.59487 -0.52 0.39 0.05
H -0.54869 2.81951 0.77753 -0.04 0.10 -0.48
```
Positions in Å, forces in eV/Å.

## Properties
Orbital gap in eV: 9.000
2S+1: 1
SMILES: C=CNCC.O.O
Energy in eV: -9942.87401
Energy relative to the best compared isomer or geometry (same formula, charge and spin) in kcal per mole: 30.50
Total charge: 0

Entry from the Open Molecules 2025 dataset: 2 unconnected molecules or ions with the total composition C66H86N5O at a distorted geometry (wB97M-V/def2-TZVPD).

```
158
Properties=species:S:1:pos:R:3:forces:R:3
C 4.70661 3.49274 1.22196 -0.08 -0.06 -0.10
C 4.01526 3.59993 2.58692 0.06 0.09 0.24
C 5.01569 3.35104 3.72176 -0.10 0.10 -0.01
C 2.79966 2.69167 2.63311 -0.02 -0.08 0.06
C 2.88067 1.36103 3.05995 0.15 0.07 -0.35
C 1.81353 0.48247 2.91505 -0.67 0.16 -0.25
C 1.97499 -1.02192 3.12085 -0.35 -0.02 0.73
C 3.26643 -1.41959 3.83954 -0.03 0.19 0.01
C 1.78602 -1.81888 1.82943 -0.08 0.08 -0.32
C 0.54251 1.00118 2.52353 1.13 0.79 -0.19
C -0.64404 0.14004 2.52186 0.00 0.10 2.32
N -1.31856 -0.22265 3.68658 -1.20 -1.46 -2.25
C -0.77156 -0.27154 5.03358 -0.02 0.13 0.78
C -0.48814 -1.52105 5.61861 -0.11 -0.21 0.03
C -0.78402 -2.88286 4.97797 0.06 0.43 -0.21
C -1.98725 -3.53364 5.65617 -0.23 0.10 0.06
C 0.43388 -3.80336 5.02891 0.23 -0.11 -0.02
C 0.07916 -1.54310 6.90137 0.00 0.17 -0.15
C 0.44826 -0.36955 7.54260 0.05 -0.28 0.04
C 0.15411 0.85615 6.96219 -0.22 -0.10 -0.13
C -0.52311 0.92985 5.74400 -0.34 -0.01 -0.08
C -1.10052 2.26246 5.27562 0.46 0.18 -0.41
C -0.61748 3.46738 6.09533 0.11 -0.11 0.01
C -2.62766 2.21792 5.25367 -0.27 -0.21 0.10
N -2.44951 -0.90655 3.38250 1.34 1.03 0.55
N -2.53255 -0.90051 2.02409 1.35 0.11 0.69
C -3.67878 -1.54637 1.40743 -0.18 -0.56 0.40
C -3.52691 -2.85603 0.90756 0.33 0.00 -0.05
C -2.25182 -3.66803 1.14488 -0.08 0.18 0.22
C -1.30722 -3.65651 -0.04388 0.21 0.01 -0.49
C -2.52838 -5.13014 1.52429 -0.19 -0.02 0.13
C -4.60323 -3.45341 0.25164 -0.11 0.01 0.04
C -5.84582 -2.83484 0.20845 0.17 0.17 -0.12
C -6.02271 -1.61070 0.85084 -0.13 -0.34 -0.26
C -4.96239 -0.96458 1.47808 0.32 0.60 0.30
C -5.28042 0.31561 2.26417 -0.28 0.04 -0.39
C -4.39761 1.50079 1.88333 0.21 0.10 0.01
C -5.33287 0.07482 3.77751 -0.01 -0.33 0.18
C -1.34171 -0.37759 1.44626 -1.20 -0.26 -1.84
C -0.93117 -0.37474 0.11083 -0.70 0.15 0.77
C 0.44190 2.37222 2.13068 -0.03 -0.62 -0.02
C -0.86257 2.99514 1.63246 -0.09 -0.37 0.17
C -0.81219 3.25087 0.12417 0.12 -0.01 -0.16
C -1.20686 4.28993 2.36855 0.03 0.10 0.16
C 1.58350 3.17341 2.15902 -0.01 -0.22 -0.01
H 3.99575 3.70665 0.41703 0.10 -0.03 0.05
H 5.53696 4.20196 1.14175 -0.08 -0.10 0.05
H 5.09840 2.47884 1.06707 -0.06 0.16 0.04
H 3.64015 4.62775 2.69039 0.07 -0.13 -0.01
H 4.50875 3.32757 4.69251 0.10 -0.04 -0.12
H 5.55156 2.40527 3.58106 -0.06 0.14 0.06
H 5.75455 4.16012 3.74862 -0.07 -0.19 -0.02
H 3.81615 0.98486 3.46818 -0.12 0.10 -0.22
H 1.14078 -1.30492 3.78456 0.34 -0.03 -0.20
H 3.36745 -0.86921 4.78498 0.06 -0.14 -0.20
H 3.25855 -2.48966 4.07431 0.02 0.16 -0.09
H 4.14653 -1.22082 3.21280 -0.13 -0.04 0.16
H 0.82929 -1.57959 1.35232 0.21 -0.10 0.04
H 2.57594 -1.59956 1.09655 -0.03 -0.04 0.19
H 1.79023 -2.90013 2.02924 0.10 0.20 0.05
H -1.04552 -2.71470 3.92779 0.10 -0.04 0.14
H -2.86189 -2.87818 5.57687 0.10 -0.15 0.06
H -2.23147 -4.49143 5.18256 0.07 0.12 0.08
H -1.77902 -3.71230 6.72025 -0.08 0.01 -0.23
H 1.32406 -3.30916 4.62125 -0.18 -0.14 0.12
H 0.65503 -4.10709 6.06105 -0.01 0.00 -0.29
H 0.25416 -4.71235 4.43993 -0.02 0.15 0.16
H 0.23490 -2.50908 7.38737 0.05 0.38 -0.16
H 0.94601 -0.41184 8.51294 -0.17 0.03 -0.26
H 0.40396 1.77037 7.49241 -0.09 -0.21 -0.10
H -0.75004 2.40320 4.24318 -0.11 -0.02 0.29
H 0.47906 3.50195 6.14663 -0.24 0.04 0.00
H -0.95628 4.40988 5.64690 0.00 -0.26 0.05
H -1.01934 3.42761 7.11829 0.12 0.04 -0.23
H -2.98552 1.37704 4.64932 -0.02 0.24 0.16
H -3.01541 2.08690 6.27562 0.05 0.06 -0.25
H -3.05263 3.14365 4.83750 0.18 -0.21 0.12
H -1.74654 -3.18979 1.99819 -0.03 -0.15 -0.26
H -1.10489 -2.63157 -0.37525 0.09 -0.31 0.14
H -0.36133 -4.13733 0.24261 -0.19 0.06 -0.05
H -1.72370 -4.22268 -0.89313 0.02 0.09 0.26
H -3.29823 -5.21515 2.30199 0.16 0.00 -0.16
H -2.85351 -5.70484 0.64459 0.04 0.11 0.27
H -1.60707 -5.60023 1.89738 -0.21 0.14 -0.10
H -4.46494 -4.43546 -0.20144 -0.09 0.22 0.17
H -6.67345 -3.30873 -0.32025 0.18 0.13 0.20
H -7.01251 -1.14750 0.84793 0.34 -0.11 0.12
H -6.30298 0.58161 1.96499 0.15 -0.03 -0.03
H -4.33885 1.60287 0.79244 0.04 0.03 0.18
H -4.80007 2.43688 2.29783 0.09 -0.28 -0.07
H -3.38288 1.36631 2.27072 -0.19 0.15 -0.07
H -6.18883 -0.56811 4.02100 0.18 0.11 0.00
H -4.42204 -0.42538 4.12950 -0.39 0.24 -0.02
H -5.45027 1.01862 4.32489 -0.02 -0.13 -0.17
H -1.65303 -0.61093 -0.66288 0.20 0.07 -0.07
H 0.03968 0.07173 -0.09954 -0.40 0.05 -0.02
H -1.67340 2.27876 1.82090 0.23 0.14 -0.05
H -0.63945 2.31756 -0.42054 -0.02 0.12 0.08
H -1.76170 3.67690 -0.22378 0.17 -0.02 0.07
H -0.00186 3.95404 -0.11582 -0.19 -0.08 0.02
H -1.22093 4.14352 3.45463 0.02 0.13 -0.29
H -0.46833 5.07028 2.13968 -0.27 -0.07 0.06
H -2.20272 4.63705 2.06747 0.22 0.03 -0.01
H 1.52146 4.20764 1.80400 0.03 -0.32 0.16
C 2.19117 2.95796 -8.15512 0.37 0.09 -0.39
N 1.39543 2.51371 -7.04673 -1.29 0.44 0.26
C 0.13099 3.00524 -6.86792 0.02 0.74 -1.08
O -0.42255 3.86063 -7.56184 0.77 -1.23 1.27
C -0.47561 2.27934 -5.68253 -0.05 0.92 0.40
C -1.76445 1.55810 -6.05308 -0.05 0.05 -0.38
C -1.53072 0.59240 -7.18723 -0.33 -0.40 -0.18
C -1.50469 1.05772 -8.50615 -0.02 0.15 0.00
C -1.23586 0.19138 -9.56116 0.03 -0.05 0.08
C -1.00529 -1.16294 -9.30945 -0.01 0.09 0.17
C -1.08165 -1.64425 -8.00057 -0.02 -0.04 0.04
C -1.35650 -0.77353 -6.94489 0.12 0.19 -0.10
N 0.60617 1.38634 -5.26162 -0.31 -1.46 1.75
C 0.45003 0.58917 -4.18925 0.02 1.52 -1.41
C 1.39079 -0.34553 -3.77322 0.66 -1.07 0.81
C 1.27488 -1.14084 -2.63402 -0.27 0.80 -1.32
C 2.21398 -2.20347 -2.36920 1.21 -0.86 0.21
C 1.98377 -3.24705 -1.43067 -0.38 0.65 -0.15
C 2.91018 -4.26128 -1.22309 0.47 -0.04 -0.12
C 4.12124 -4.27514 -1.93503 -0.46 0.18 -0.07
C 4.36719 -3.27822 -2.88688 0.00 0.10 0.14
C 3.44641 -2.25861 -3.07985 -0.19 0.05 -0.01
C 1.77261 1.41653 -6.17075 0.57 0.12 -0.62
C 2.00015 0.11757 -7.00316 -0.50 0.14 0.35
C 3.47018 0.15676 -7.41415 0.29 -0.24 -0.29
C 4.19118 1.15678 -6.48218 0.56 -0.08 -0.05
C 3.15257 1.73430 -5.52115 -0.61 0.02 0.28
H 1.70471 3.84640 -8.56617 0.13 -0.17 0.07
H 3.19975 3.21014 -7.81261 -0.20 0.06 -0.21
H 2.25132 2.18945 -8.93850 -0.02 0.22 0.14
H -0.66244 3.02889 -4.88930 0.05 -0.34 -0.27
H -2.15060 1.04369 -5.17067 -0.15 0.07 -0.07
H -2.47255 2.33821 -6.36643 0.10 -0.22 0.23
H -1.70837 2.11563 -8.69605 0.12 -0.39 0.00
H -1.22006 0.58284 -10.57919 0.01 -0.18 0.26
H -0.78615 -1.83881 -10.13371 -0.07 0.10 0.20
H -0.93630 -2.70527 -7.79106 -0.05 0.28 -0.13
H -1.44436 -1.14563 -5.91887 0.06 0.01 -0.34
H -0.49134 0.70656 -3.65195 0.17 0.07 -0.04
H 2.24431 -0.47315 -4.43515 -0.36 -0.16 0.35
H 0.43015 -0.94766 -1.96335 0.20 -0.38 -0.05
H 1.05020 -3.24134 -0.86707 0.29 0.05 -0.16
H 2.71468 -5.04840 -0.48946 -0.02 0.34 -0.26
H 4.86634 -5.05418 -1.76026 -0.31 0.22 -0.03
H 5.29430 -3.27551 -3.46753 -0.33 -0.03 0.29
H 3.70439 -1.46678 -3.78630 -0.04 -0.31 0.24
H 1.77329 -0.75302 -6.37527 0.04 0.13 -0.24
H 1.30791 0.09740 -7.85582 0.13 -0.05 0.27
H 3.92640 -0.83784 -7.33321 -0.15 0.22 -0.11
H 3.57034 0.46864 -8.46207 0.00 -0.15 0.31
H 4.98979 0.64611 -5.93194 -0.12 0.21 -0.07
H 4.67283 1.95019 -7.06745 -0.08 -0.25 0.22
H 3.24783 2.81826 -5.37302 -0.03 -0.31 0.03
H 3.20814 1.25392 -4.53944 0.09 0.21 -0.14
```
Positions in Å, forces in eV/Å.

## Properties
Orbital gap in eV: 3.796
2S+1: 1
Energy in eV: -79329.84398
Total charge: +1